{"formula": "C34H90N4O18", "method": "ωB97M-V/def2-TZVPD", "smiles": "COCCNCCOC.COCCNCCOC.COCCNCCOC.COCCNCCOC.OCCO.OCCO.OCCO.OCCO.OCCO", "e_tot_ha": -2922.4937, "homo_ev": -8.6, "gap_ev": 8.914, "spin_multiplicity": 1, "de_lowest_ev": 0.000, "e_lumo_ev": 0.33, "fmax_ev_per_a": 3.3, "symbols": ["H", "H", "C", "H", "H", "H", "H", "N", "N", "H", "H", "C", "O", "H", "H", "H", "O", "H", "H", "H", "H", "O", "H", "H", "C", "O", "O", "C", "H", "C", "H", "C", "H", "H", "H", "O", "H", "H", "H", "C", "H", "H", "H", "C", "H", "H", "C", "H", "H", "H", "H", "H", "C", "C", "H", "H", "H", "C", "H", "C", "H", "H", "H", "C", "N", "N", "C", "H", "H", "H", "H", "C", "C", "H", "O", "O", "H", "H", "C", "C", "O", "H", "O", "H", "C", "H", "H", "O", "H", "C", "C", "O", "H", "H", "H", "H", "H", "H", "H", "H", "H", "O", "H", "C", "C", "C", "C", "H", "H", "H", "H", "H", "H", "H", "H", "H", "H", "O", "H", "O", "H", "H", "C", "H", "C", "H", "C", "H", "O", "C", "O", "H", "H", "C", "H", "C", "O", "C", "H", "C", "H", "H", "H", "H", "H", "H"], "coordinates": [[-7.852, -0.461, 2.047], [-1.298, 0.496, -0.787], [-0.437, 6.250, -0.334], [-9.352, 0.395, 2.271], [-4.422, -4.362, 1.463], [4.019, 3.825, 0.727], [2.158, 1.649, 1.403], [2.595, 2.589, 1.441], [-0.432, -1.388, -2.810], [-2.376, 1.032, 4.096], [2.674, -2.925, 4.721], [-0.556, 0.772, -0.035], [-3.800, 3.384, -2.508], [0.982, -3.266, -1.352], [-0.395, 3.246, -2.810], [-1.453, 3.147, 3.237], [7.321, -2.420, -2.874], [6.547, -0.805, -1.737], [-3.000, -2.193, 0.862], [3.196, -3.530, 0.344], [1.059, 6.427, -1.893], [2.165, -0.027, -4.311], [-1.114, -5.371, -1.207], [4.737, -1.350, -1.161], [-8.582, -1.468, 4.148], [1.884, 5.557, -0.276], [-3.694, -4.745, 0.957], [2.348, -2.962, 3.666], [1.355, -0.624, 2.160], [6.976, -2.593, -0.595], [-1.603, 4.611, -3.080], [-0.147, -0.128, -3.478], [4.662, 2.227, 1.190], [1.591, -4.229, -2.758], [-1.927, -2.168, 2.276], [0.408, -3.184, 2.239], [-7.761, 2.224, 3.482], [0.522, -4.151, 4.106], [-7.758, -2.012, 3.713], [0.783, 5.740, -1.094], [-1.686, -4.344, 0.841], [1.708, -0.094, -2.299], [0.866, -0.730, -0.467], [-0.918, 4.061, 3.057], [1.715, -2.009, -4.652], [3.961, 2.848, -3.265], [0.795, -3.220, 3.566], [0.465, 4.761, -1.531], [4.003, 1.104, -2.960], [-4.097, -1.732, 2.877], [3.313, 2.692, 3.490], [-1.488, 4.698, 2.393], [-2.480, 2.960, -2.134], [-1.425, 3.523, -3.091], [-5.487, 1.725, 0.699], [5.493, -3.743, -1.324], [-9.537, -1.701, 3.730], [-8.338, 0.324, 2.660], [-2.158, -1.957, -3.901], [2.553, -1.357, -4.402], [3.299, -1.885, 2.332], [-2.436, -1.056, -2.411], [2.930, 4.190, 2.670], [-5.350, 1.029, 1.519], [5.654, -3.149, -0.524], [-6.100, 1.521, 2.660], [-3.903, 0.936, 1.913], [3.077, -1.647, -3.490], [-0.909, 0.551, -3.117], [-8.658, -1.725, 5.194], [-5.637, 0.023, 1.186], [3.263, -2.736, -0.428], [3.567, 2.240, -0.693], [1.424, 1.411, -3.204], [-1.237, -4.119, -2.869], [-1.492, 6.335, -1.249], [6.621, -2.137, -4.791], [0.764, 2.264, 0.108], [1.204, 3.106, 3.367], [0.271, -0.407, 0.407], [0.246, 1.801, -0.591], [0.865, 2.099, 3.594], [-8.383, -0.071, 4.036], [-2.195, 6.891, -0.871], [7.256, -1.637, -4.054], [8.274, -1.499, -4.454], [-1.816, -0.314, 3.052], [0.309, 3.790, 2.445], [2.482, -2.014, -0.145], [-2.533, -4.207, 1.541], [-2.624, 0.022, 3.705], [-1.736, 3.005, -4.383], [1.913, -4.873, -1.171], [-1.606, -3.054, -1.051], [0.786, -3.917, 1.721], [-0.361, -1.273, 0.683], [4.787, -1.511, 0.478], [-2.358, -4.755, 2.485], [-1.139, 1.197, 0.801], [-0.690, -6.044, -2.773], [3.108, 1.232, -0.751], [2.957, -3.237, -1.726], [1.605, 4.917, 0.417], [4.548, 2.038, -2.827], [4.632, -2.128, -0.413], [2.588, 3.146, 2.784], [-2.822, -2.667, 1.837], [-2.991, -3.543, -2.090], [-0.262, -0.176, -4.597], [0.326, -2.350, 3.991], [-3.990, 3.182, -3.437], [-2.387, -5.708, -2.345], [3.345, -1.436, -5.147], [-7.777, 2.151, 1.713], [5.526, 1.966, -3.295], [-2.340, 3.277, -1.092], [-3.333, 0.567, 1.035], [-3.867, 0.011, 3.017], [2.835, 2.961, -1.138], [4.725, 2.278, -1.428], [1.202, 3.665, 4.327], [-0.736, 4.682, 3.921], [-1.376, -5.364, -2.273], [7.233, -2.093, 0.346], [7.302, -1.612, -1.684], [6.831, -0.675, -3.765], [-1.800, -1.831, -2.855], [2.822, -3.760, 3.061], [-3.921, -2.672, 2.639], [1.294, 0.315, -3.228], [1.010, 0.042, 1.544], [0.210, -2.110, -3.089], [-0.641, 5.610, 0.566], [-1.976, -3.119, -2.086], [7.676, -3.444, -0.610], [3.842, 2.736, 0.702], [2.635, -1.718, 3.026], [1.773, -3.931, -1.725], [8.296, -1.159, -1.573], [-7.531, 1.592, 2.620], [-2.758, -0.651, 4.561], [-2.454, 1.861, -2.167], [-0.199, 7.280, 0.049], [-5.727, 1.215, 3.553], [-3.438, 1.880, 2.283], [-1.110, 3.380, -5.010]], "forces_ev_per_a": [[0.0, 0.2, 0.3], [0.3, -0.2, -0.1], [1.0, 1.3, 0.9], [-0.2, 0.4, 0.0], [-0.1, -0.1, 0.0], [0.4, -0.4, -0.4], [0.8, 0.6, 0.2], [-0.8, -0.7, 0.2], [0.4, 0.1, 0.6], [-0.2, -0.4, -0.3], [0.0, -0.2, -0.5], [-0.4, 0.6, 0.3], [0.1, 0.1, 0.2], [-0.3, -0.6, 0.1], [-0.4, 0.1, 0.2], [-0.5, -0.4, 0.5], [-0.5, 0.5, 0.0], [0.3, -0.2, -0.2], [-0.1, 0.1, -0.1], [0.2, -0.1, -0.4], [-0.1, 0.0, 0.0], [-0.3, 0.8, -0.3], [0.1, 0.2, 0.1], [-0.4, 0.1, -0.8], [-0.1, 0.9, 0.7], [0.4, -0.6, 1.4], [-0.2, -0.1, -0.4], [-1.2, -0.5, -0.5], [-0.1, -0.5, -0.6], [1.4, -0.2, 1.3], [0.5, -0.2, 0.0], [0.1, -0.6, -0.7], [0.6, -0.3, 0.0], [-0.3, 0.2, 0.0], [-0.5, -0.5, -0.1], [-0.3, -0.6, -1.5], [-0.6, -0.1, -0.2], [0.0, 0.5, -0.2], [0.2, -0.4, -0.4], [-1.3, -1.0, -0.5], [-0.4, 0.1, 0.4], [-0.2, 0.0, 0.0], [0.2, 0.2, 0.6], [0.3, 0.8, -0.6], [0.1, -0.3, 0.0], [0.0, 0.1, -0.2], [2.0, 0.1, 0.7], [0.3, 0.6, -0.1], [-0.1, -0.2, -0.2], [-0.2, -0.6, -0.2], [-0.2, -0.2, -0.2], [-0.3, -0.1, -0.4], [-0.3, -0.4, -0.6], [-0.7, 0.4, 0.4], [0.1, 0.1, -0.4], [-0.2, 0.1, -0.2], [-0.6, -0.6, -0.7], [0.5, -0.8, 0.7], [0.0, -0.2, 0.4], [0.8, -0.1, 0.3], [-0.5, 0.3, 0.5], [0.0, 0.0, 0.0], [-0.3, -0.1, 0.2], [-0.4, 0.2, 0.9], [-0.2, 0.4, 0.3], [0.7, -0.2, 0.2], [0.5, -0.1, 0.1], [-0.5, -0.4, 0.3], [0.2, 0.6, 0.1], [0.2, 0.1, 0.4], [-0.2, -0.1, -0.1], [-0.7, 0.1, 0.1], [-1.1, 0.9, -0.6], [-0.5, -0.4, 0.3], [0.1, 1.4, 0.9], [-1.0, 0.1, 0.0], [0.1, 0.1, 0.1], [-0.4, -0.4, -0.3], [-0.4, 1.4, 0.0], [-0.5, -0.6, 0.4], [0.4, 0.4, 0.1], [-0.2, -0.3, -0.3], [0.3, -0.3, -0.4], [0.4, -0.4, -0.3], [0.4, -0.1, 0.4], [-0.3, 0.1, -0.1], [0.1, 0.0, 0.1], [1.1, -0.8, 0.4], [0.2, 0.1, -0.1], [0.0, 1.3, 0.3], [-0.2, 0.3, 0.5], [0.0, -0.2, -0.2], [-0.5, 0.2, 0.3], [0.1, 0.0, -0.3], [-0.1, 0.3, 0.4], [0.1, 0.4, -0.1], [0.0, -0.5, 0.6], [0.4, 0.4, -0.2], [0.2, -0.3, 0.0], [-0.1, -0.2, -0.1], [0.0, 0.2, 0.4], [1.8, 0.8, 0.7], [0.5, 0.4, -0.4], [-0.4, 0.0, 1.0], [0.2, 0.1, -0.1], [0.6, 0.2, -0.7], [2.5, -1.8, -1.3], [-0.1, 0.8, 0.3], [-0.1, 0.0, 0.7], [-0.5, 0.2, 0.6], [0.5, -0.1, 0.3], [-0.8, -0.5, -0.1], [-0.3, 0.1, -0.5], [-0.2, 0.1, 0.0], [0.0, 0.1, 0.1], [0.2, 0.1, -0.4], [0.0, 0.0, 0.6], [0.6, 0.4, -0.2], [0.1, -0.5, 0.2], [1.8, -0.1, -1.1], [0.0, -0.2, -0.3], [-0.2, -0.1, 0.9], [0.8, -0.5, 0.3], [-0.4, 0.0, 0.2], [0.1, -0.9, -1.1], [-0.1, 0.2, -0.6], [-0.5, 0.2, -0.3], [0.1, 0.1, 0.8], [-1.4, 0.9, 1.3], [0.6, 0.6, -0.6], [0.2, 0.5, -0.1], [-0.1, -0.3, -0.2], [0.0, 0.2, -0.8], [0.3, -1.2, -1.5], [-0.1, 0.3, -0.4], [-1.3, 0.3, 0.7], [0.5, -0.1, -0.2], [-0.4, -0.7, -0.4], [-0.2, 0.0, 0.3], [0.1, 1.1, -0.4], [0.3, 0.1, -0.2], [0.1, 0.1, 0.1], [-0.1, -0.8, -0.1], [-0.2, -0.2, -0.4], [-0.5, -0.3, -0.5], [-0.1, 0.0, 0.0]], "mulliken_charge": [0.29, -0.50, 0.39, 0.45, 0.36, 0.27, -0.38, 1.37, 0.51, 0.36, 0.33, -0.24, -0.63, 0.02, -0.31, 0.00, -0.35, -0.11, 0.07, 0.29, 0.46, -0.57, 0.21, -0.28, -0.67, -0.60, -0.59, -0.50, -0.07, -1.13, 0.52, -0.42, 0.31, 0.36, -0.49, -0.11, 0.43, 0.42, 0.23, 0.16, -0.39, -0.58, -2.45, -0.70, 0.30, 0.33, -0.57, -0.41, -0.05, 0.47, 0.34, 0.23, 0.45, 0.06, 0.53, 0.34, 0.33, -0.34, 0.39, -0.27, 0.24, 0.25, 0.46, -0.96, -0.36, -0.19, 0.50, -0.15, -0.34, 0.25, 0.29, 0.40, 1.09, -0.07, -0.41, -0.47, 0.22, -0.46, -0.54, 3.34, 0.62, 0.19, -0.35, 0.28, -0.45, 0.26, -0.10, -0.06, -0.43, 0.02, -0.45, -0.60, 0.44, -0.42, 0.16, -0.61, 0.35, 0.44, 0.45, 0.29, -0.29, -0.39, 0.24, -0.35, -0.16, -1.14, 0.81, 0.69, 0.34, 0.21, 0.37, 0.39, 0.31, 0.38, 0.27, 0.00, -0.26, -0.51, -0.19, -0.58, 0.53, 0.42, -0.82, 0.42, 0.13, 0.11, -0.90, 0.31, -0.68, 1.12, -0.16, -0.07, -0.46, 0.09, 0.41, -1.17, -0.54, -0.63, 0.45, -1.07, 0.37, -0.16, 0.37, 0.26, 0.21, 0.32]}

***

{"formula": "C3H7NO", "method": "ωB97M-V/def2-TZVPD", "smiles": "NOC1CC1", "e_tot_ha": -248.3553, "homo_ev": -9.1, "gap_ev": 10.195, "spin_multiplicity": 1, "de_lowest_ev": 4.658, "e_lumo_ev": 1.12, "fmax_ev_per_a": 4.7, "symbols": ["H", "H", "N", "O", "H", "C", "H", "H", "C", "C", "H", "H"], "coordinates": [[1.480, 0.238, -0.104], [-1.359, -0.808, -0.550], [0.292, -0.829, 2.041], [0.162, 0.458, 1.489], [-1.153, 1.849, -0.793], [-0.562, -0.366, -1.040], [0.266, 1.496, -1.799], [-0.448, -1.361, 1.459], [0.474, 0.478, 0.116], [-0.272, 1.160, -0.995], [1.152, -1.262, 1.814], [-0.030, -1.053, -1.638]], "forces_ev_per_a": [[1.1, -0.1, 0.0], [-1.8, -0.2, 0.8], [-3.6, -0.9, -0.7], [0.3, 0.9, -1.3], [1.2, -1.1, 0.0], [2.9, 3.0, 2.3], [1.6, 0.9, -1.6], [1.6, 0.5, 1.4], [-2.2, -1.6, -1.7], [-3.1, -1.2, 2.3], [1.5, 0.0, -0.6], [0.7, -0.2, -0.9]], "mulliken_charge": [0.39, 0.36, -0.46, -0.28, 0.23, -0.75, 0.24, 0.28, -0.13, -0.44, 0.27, 0.27]}

***

{"formula": "C35H42BrCsN4O2P2S3", "method": "ωB97M-V/def2-TZVPD", "e_tot_ha": -6199.8744, "homo_ev": 0.0, "gap_ev": 2.998, "spin_multiplicity": 1, "total_charge": -2, "de_lowest_ev": 1.109, "e_lumo_ev": 2.98, "fmax_ev_per_a": 1.7, "symbols": ["C", "C", "C", "C", "H", "P", "C", "C", "H", "C", "Cs", "N", "C", "C", "H", "C", "C", "C", "H", "H", "H", "H", "C", "H", "H", "H", "H", "C", "H", "S", "H", "S", "H", "C", "C", "H", "H", "H", "H", "C", "S", "C", "C", "O", "C", "C", "C", "H", "H", "O", "C", "C", "N", "H", "H", "H", "H", "H", "C", "H", "H", "H", "H", "H", "C", "H", "C", "C", "Br", "P", "H", "H", "H", "H", "H", "C", "H", "C", "H", "C", "N", "N", "H", "C", "C", "H", "C", "H", "C", "H"], "coordinates": [[5.526, -2.643, -1.741], [1.575, 5.108, -1.431], [1.411, 6.433, 3.163], [-1.582, 4.781, -0.845], [-1.807, 4.785, -1.912], [-0.516, 3.329, -0.494], [4.886, -3.367, -0.739], [-2.108, -6.911, -1.322], [1.477, 6.137, 6.536], [4.836, -1.696, -2.478], [-1.493, 0.361, -1.816], [-0.248, 3.170, 3.590], [0.380, 4.344, 3.872], [-4.286, 1.654, -4.040], [-1.150, -4.599, -2.380], [3.539, -3.124, -0.498], [0.657, 3.332, -2.923], [2.097, 2.694, -0.979], [1.745, 1.659, -1.023], [1.220, -1.867, 0.133], [-1.462, -6.322, -0.684], [2.503, 5.151, -2.011], [-2.592, -8.992, -2.433], [-3.051, 0.333, 3.354], [0.030, -2.145, 2.498], [-0.825, -8.620, -1.274], [-2.315, -10.007, -2.685], [-0.653, -1.353, 2.172], [-0.069, 4.037, -3.332], [-5.717, 1.983, -4.905], [-0.754, -1.430, 1.089], [-2.949, 0.860, -4.817], [-0.829, -0.319, 4.638], [3.477, -1.463, -2.236], [1.037, 3.680, -1.474], [3.017, -3.670, 0.281], [-3.411, 1.995, 2.906], [-5.075, -6.746, -2.924], [1.110, 0.349, 0.830], [-0.110, 0.010, 2.614], [-4.174, 2.080, -2.346], [-4.142, -7.160, -2.562], [0.764, 5.214, 2.842], [2.804, -0.551, -2.936], [-0.069, 3.771, 1.268], [0.074, 0.021, 4.128], [-1.756, -8.212, -1.646], [2.987, 2.760, -1.611], [1.692, 7.087, 2.348], [0.923, -0.759, -1.563], [1.362, -1.892, -0.961], [1.224, 0.283, 1.916], [0.509, 4.912, 1.541], [1.927, -0.529, 2.126], [0.225, 2.334, -3.018], [-1.120, 5.721, -0.537], [2.156, 7.681, 4.712], [0.336, 4.002, 5.992], [1.272, 5.870, 5.507], [1.675, 1.213, 2.272], [-4.456, -9.058, -3.497], [5.323, -1.119, -3.254], [1.554, 3.364, -3.548], [0.883, -0.668, 4.393], [-0.456, 2.864, 2.337], [-2.224, 1.670, 4.199], [0.644, 4.693, 5.218], [-3.301, -6.356, -1.789], [-3.743, -2.273, -0.847], [-1.326, 1.254, 1.930], [-4.799, -4.840, -1.353], [0.870, 5.806, -1.886], [1.864, -0.562, -2.481], [-2.538, 4.641, -0.339], [0.836, -3.512, -2.258], [-3.732, -4.987, -1.461], [6.577, -2.814, -1.945], [-2.617, 1.327, 3.241], [5.426, -4.102, -0.156], [-1.502, -3.889, -1.625], [-0.702, -3.076, -1.050], [0.593, -3.108, -1.355], [1.783, 5.444, -0.416], [2.826, -2.192, -1.235], [-2.934, -3.923, -1.323], [-1.632, -1.557, 2.615], [-3.791, -8.460, -2.886], [0.328, 1.012, 4.504], [1.660, 6.750, 4.466], [2.398, 2.915, 0.048]], "forces_ev_per_a": [[0.0, 0.0, 0.0], [0.0, 0.0, 0.0], [0.0, -0.1, 0.0], [0.0, 0.0, 0.0], [0.0, 0.0, 0.0], [0.0, 0.3, 0.0], [0.0, 0.0, 0.0], [0.0, 0.0, 0.0], [0.0, 0.0, 0.0], [0.1, 0.0, 0.0], [-0.7, -0.2, -0.3], [0.0, 0.0, 0.1], [0.0, 0.0, 0.1], [-0.1, -0.1, 0.0], [0.0, 0.0, 0.0], [0.0, 0.0, 0.0], [0.0, 0.0, 0.1], [0.0, 0.0, 0.0], [0.0, 0.0, 0.0], [0.0, 0.0, 0.0], [0.0, 0.0, 0.0], [0.0, 0.0, 0.0], [0.0, 0.0, 0.0], [0.0, 0.0, 0.0], [0.0, 0.0, 0.0], [0.0, 0.0, 0.0], [0.0, 0.0, 0.0], [0.0, 0.0, 0.1], [0.0, 0.0, 0.0], [0.1, 0.0, 0.1], [0.0, 0.0, 0.0], [-0.1, 0.1, 0.1], [0.0, 0.0, 0.0], [-0.1, 0.4, -0.3], [0.0, 0.0, 0.0], [0.0, 0.0, 0.0], [0.0, 0.0, 0.0], [0.0, 0.0, 0.0], [0.0, 0.0, 0.0], [0.0, 0.0, -0.1], [-0.3, 0.3, -0.1], [0.0, 0.0, 0.0], [0.0, 0.1, 0.0], [1.5, -0.3, -0.8], [-0.1, -0.1, 0.1], [0.0, 0.0, 0.0], [0.0, 0.0, 0.0], [0.0, 0.0, 0.0], [0.0, 0.0, 0.0], [0.2, -0.6, 0.6], [-0.1, -0.2, 0.2], [0.0, 0.0, 0.0], [0.0, 0.1, 0.0], [0.0, 0.0, 0.0], [0.1, 0.1, 0.0], [0.0, 0.0, 0.0], [0.0, 0.0, 0.0], [0.0, 0.0, 0.0], [0.0, 0.1, 0.0], [0.0, 0.0, 0.0], [0.0, 0.0, 0.0], [0.0, 0.0, 0.0], [0.0, 0.0, 0.0], [0.0, 0.0, 0.0], [0.0, 0.1, -0.1], [0.0, 0.0, 0.0], [0.0, 0.0, -0.1], [0.0, 0.0, 0.0], [0.0, -0.1, 0.1], [-0.2, 0.2, 0.0], [0.0, 0.0, 0.0], [0.0, 0.0, 0.0], [-0.6, 0.4, 0.3], [0.0, 0.0, 0.0], [0.0, 0.1, 0.0], [0.0, 0.0, 0.0], [0.0, 0.0, 0.0], [0.1, 0.0, 0.1], [0.0, 0.0, 0.0], [-0.1, 0.0, 0.0], [-0.1, 0.0, 0.0], [0.1, -0.1, 0.1], [0.0, -0.1, -0.1], [0.0, -0.1, 0.2], [0.0, 0.0, 0.0], [0.0, 0.0, 0.0], [0.0, 0.0, 0.0], [0.0, 0.0, 0.0], [0.0, 0.0, 0.1], [0.0, 0.0, 0.0]], "mulliken_charge": [-0.24, -1.82, -0.50, -1.67, 0.39, 0.60, -0.91, -0.44, 0.37, -0.71, 1.28, -0.18, 0.15, -0.04, 0.59, -0.19, -1.78, -2.06, 0.46, -0.50, 0.53, 0.49, -0.41, 0.41, 0.49, 0.37, 0.36, -2.31, 0.32, -0.53, 0.72, -0.53, 0.34, 0.33, 2.04, 0.41, 0.41, 0.39, 0.28, 2.30, -0.51, -0.45, 0.14, -0.80, -0.03, -1.75, -0.53, 0.55, 0.46, -0.51, 0.63, -2.20, -0.22, 0.58, 0.31, 0.37, 0.38, 0.45, -0.48, 0.51, 0.35, 0.41, 0.47, 0.51, -0.07, 0.39, -0.60, 0.57, -0.13, 0.61, 0.36, 0.35, 0.24, 0.39, 0.42, -0.95, 0.35, -1.66, 0.37, -0.66, -0.20, 0.06, 0.25, -0.20, 0.38, 0.33, -0.46, 0.23, -0.51, 0.29]}